No. 1
Molecular formula: C14H21AgAs2F12NO8
Method: DFT, wB97M-V/def2-TZVPD

Atoms and positions in Å:
Ag1 -1.096 -0.647 0.627
As1 -2.861 -3.507 0.017
F1 -1.414 -4.324 0.479
F2 -2.637 -2.324 1.295
F3 -4.280 -2.679 -0.481
F4 -3.003 -4.571 -1.332
F5 -3.766 -4.502 1.073
F6 -1.884 -2.435 -1.001
As2 -3.487 1.219 2.096
F7 -2.691 2.653 1.535
F8 -1.884 0.626 2.541
F9 -4.230 -0.221 2.634
F10 -4.998 1.845 1.583
F11 -3.249 0.492 0.510
F12 -3.664 1.897 3.669
C1 1.355 5.483 -1.170
C2 2.411 5.266 -0.285
C3 2.428 4.131 0.493
C4 1.363 3.250 0.425
C5 0.281 3.487 -0.399
C6 0.282 4.603 -1.212
N1 1.476 1.925 1.041
O1 0.489 1.229 1.005
O2 2.561 1.586 1.479
H1 1.412 6.378 -1.779
H2 3.252 5.944 -0.243
H3 3.261 3.889 1.140
H4 -0.514 2.756 -0.466
H5 -0.543 4.815 -1.878
C7 1.650 -2.242 -3.577
C8 0.128 -2.120 -3.446
O3 -0.320 -0.797 -3.740
C9 -0.359 0.050 -2.714
O4 -0.179 -0.251 -1.563
O5 -0.621 1.299 -3.087
C10 -0.983 1.603 -4.430
H6 2.118 -2.193 -2.591
H7 2.090 -1.407 -4.129
H8 1.994 -3.158 -4.054
H9 -0.183 -2.373 -2.432
H10 -0.370 -2.835 -4.096
H11 -1.525 2.541 -4.397
H12 -1.604 0.821 -4.864
H13 -0.101 1.668 -5.071
C11 0.938 -1.328 5.168
C12 1.529 -0.761 3.911
O6 2.308 -1.732 3.197
C13 1.760 -2.198 2.081
O7 0.626 -2.019 1.726
O8 2.651 -2.942 1.427
C14 2.250 -3.254 0.095
H14 0.590 -2.351 5.030
H15 0.149 -0.691 5.563
H16 1.668 -1.391 5.986
H17 2.191 0.088 4.096
H18 0.751 -0.333 3.276
H19 3.113 -3.702 -0.390
H20 1.985 -2.339 -0.441
H21 1.388 -3.921 0.073

Calculated values
2S+1: 1
Kohn-Sham gap (eV): 8.54
Maximum force (eV Å⁻¹): 1.31
E_HOMO (Ha): -0.2638
Net charge: -1

***

No. 2
Molecular formula: C15H17ClO5
Method: DFT, wB97M-V/def2-TZVPD

Atoms and positions in Å:
C1 1.991 -2.649 1.242
C2 1.245 -1.536 0.550
C3 0.947 -0.244 1.026
C4 -0.112 0.301 0.250
C5 0.539 -0.193 -0.999
C6 0.019 0.706 -2.115
C7 -0.156 1.935 -1.546
C8 -0.200 3.156 -2.268
O1 -0.044 3.209 -3.517
O2 -0.260 4.321 -1.456
C9 -0.265 1.815 -0.047
C10 0.070 2.457 1.307
O3 -0.815 1.833 2.352
C11 -1.843 1.004 1.980
O4 -2.986 1.182 2.410
C12 -1.529 -0.032 0.854
O5 -2.516 0.041 -0.271
C13 -1.718 -1.368 1.551
Cl1 -2.803 -2.480 0.769
C14 0.585 -1.729 -0.837
C15 1.511 -2.294 -1.852
H1 2.935 -2.712 0.679
H2 1.451 -3.688 1.147
H3 2.117 -2.367 2.304
H4 1.336 0.256 1.891
H5 1.637 0.125 -1.139
H6 0.007 0.444 -3.171
H7 -0.178 3.928 -0.529
H8 -1.271 2.231 -0.047
H9 1.049 2.313 1.588
H10 -0.110 3.586 1.190
H11 -2.750 -0.901 -0.530
H12 -0.695 -1.845 1.748
H13 -2.106 -1.211 2.604
H14 -0.284 -2.308 -0.808
H15 2.542 -2.210 -1.579
H16 1.341 -1.699 -2.804
H17 1.318 -3.375 -1.929

Calculated values
2S+1: 1
Kohn-Sham gap (eV): 9.10
Maximum force (eV Å⁻¹): 4.92
SMILES: CC1=C[C@]23[C@H](C=C(C(=O)O)[C@@H]2COC(=O)[C@]3(O)CCl)[C@H]1C
E_HOMO (Ha): -0.3350

***

No. 3
Molecular formula: C4H5LuNO4
Method: DFT, wB97M-V/def2-TZVPD

Atoms and positions in Å:
Lu1 0.236 0.467 -0.161
C1 -0.970 -1.310 0.560
O1 -1.376 -2.348 0.877
C2 1.574 -1.504 -0.292
O2 1.987 -2.583 -0.252
C3 0.884 -0.278 1.955
O3 1.134 -0.847 2.933
C4 -0.458 -0.934 -1.901
O4 -0.792 -1.787 -2.605
H1 2.186 1.592 -1.031
H2 2.453 0.829 -0.994
N1 -1.494 2.006 0.179
H3 -1.780 2.002 1.170
H4 -2.321 1.735 -0.370
H5 -1.264 2.960 -0.067

Calculated values
2S+1: 1
Kohn-Sham gap (eV): 10.86
Maximum force (eV Å⁻¹): 8.33
E_HOMO (Ha): -0.9695
Net charge: +3

***

No. 4
Molecular formula: C6H15NS
Method: DFT, wB97M-V/def2-TZVPD

Atoms and positions in Å:
C1 -1.397 -0.097 2.713
C2 -0.128 -0.557 1.931
N1 0.343 0.384 0.848
C3 1.073 0.040 -0.338
C4 2.543 0.444 -0.123
C5 0.201 0.441 -1.688
C6 -1.142 -0.328 -1.706
S1 -2.277 0.491 -2.948
H1 -2.203 -0.577 2.062
H2 -1.368 0.997 2.725
H3 -1.734 -0.453 3.669
H4 -0.314 -1.566 1.374
H5 0.692 -0.590 2.719
H6 -0.237 1.206 0.585
H7 1.271 -1.012 -0.590
H8 3.132 -0.288 0.497
H9 3.071 0.729 -1.094
H10 2.567 1.414 0.444
H11 0.166 1.461 -1.571
H12 0.787 0.398 -2.600
H13 -1.016 -1.484 -2.200
H14 -1.599 -0.620 -0.727
H15 -2.430 -0.435 -3.981

Calculated values
2S+1: 1
Kohn-Sham gap (eV): 9.16
Maximum force (eV Å⁻¹): 4.19
SMILES: CCN[C@H](C)CCS
E_HOMO (Ha): -0.3054

***

No. 5
Molecular formula: C22H29N5O5S
Method: DFT, wB97M-V/def2-TZVPD

Atoms and positions in Å:
C1 -2.041 -5.779 -4.565
N1 -2.021 -4.874 -3.418
C2 -1.471 -5.168 -2.231
O1 -0.953 -6.260 -2.019
C3 -1.569 -4.084 -1.132
C4 -0.631 -2.882 -1.360
C5 -0.836 -2.163 -2.679
C6 -1.857 -1.202 -2.802
C7 -2.075 -0.564 -4.038
C8 -1.272 -0.884 -5.151
O2 -1.498 -0.268 -6.340
C9 -0.242 -1.842 -5.026
C10 -0.026 -2.479 -3.788
N2 -1.426 -4.602 0.241
C11 -0.327 -5.153 0.766
C12 -0.509 -5.838 2.100
O3 0.786 -5.105 0.258
H1 -2.651 -5.359 -5.365
H2 -1.023 -5.933 -4.929
H3 -2.452 -6.746 -4.267
H4 -2.380 -3.940 -3.547
H5 -2.583 -3.692 -1.201
H6 0.404 -3.219 -1.318
H7 -0.772 -2.165 -0.550
H8 -2.468 -0.945 -1.948
H9 -2.851 0.179 -4.146
H10 -0.833 -0.483 -6.995
H11 0.374 -2.092 -5.876
H12 0.752 -3.226 -3.691
H13 -2.267 -4.696 0.782
H14 -0.909 -5.129 2.821
H15 0.460 -6.200 2.441
H16 -1.187 -6.680 1.979
O4 1.360 2.287 2.178
C13 1.548 3.248 1.432
N3 1.755 3.053 0.076
C14 1.819 1.849 -0.595
N4 2.030 1.950 -1.880
C15 2.091 0.689 -2.463
C16 1.931 -0.362 -1.604
S1 1.669 0.203 0.021
C17 1.551 4.630 2.007
O5 1.725 5.610 1.281
N5 1.360 4.827 3.370
C18 1.351 6.120 4.047
C19 2.177 6.038 5.324
C20 1.231 5.500 6.398
C21 -0.191 5.756 5.893
C22 -0.053 6.448 4.538
H17 1.902 3.885 -0.488
H18 2.262 0.548 -3.526
H19 1.961 -1.405 -1.897
H20 1.219 3.985 3.926
H21 1.733 6.914 3.392
H22 3.060 5.402 5.204
H23 2.515 7.042 5.603
H24 1.408 5.997 7.357
H25 1.388 4.425 6.534
H26 -0.720 4.804 5.778
H27 -0.756 6.380 6.593
H28 -0.148 7.531 4.668
H29 -0.823 6.120 3.831

Calculated values
2S+1: 1
Kohn-Sham gap (eV): 8.65
Maximum force (eV Å⁻¹): 3.64
SMILES: CNC(=O)[C@H](Cc1ccc(O)cc1)NC(C)=O.O=C(Nc1nccs1)C(=O)NC1CCCC1
E_HOMO (Ha): -0.3144

***

No. 6
Molecular formula: C3H3N2OS2
Method: DFT, wB97M-V/def2-TZVPD

Atoms and positions in Å:
C1 1.544 1.453 -0.836
C2 -1.032 0.309 0.165
C3 1.005 -1.075 -0.008
N1 2.051 -1.878 -0.085
N2 -2.288 0.638 0.411
O1 -3.380 0.001 0.165
S1 1.435 0.648 0.580
S2 -0.681 -1.276 -0.386
H1 2.104 2.422 -0.762
H2 1.661 -2.802 -0.188
H3 -2.420 1.561 0.944

Calculated values
2S+1: 1
Kohn-Sham gap (alpha / beta) (eV): 6.86 / 6.86
Maximum force (eV Å⁻¹): 3.66
E_HOMO (alpha / beta) (Ha): -0.1292 / -0.1292
Net charge: -1